Record 1
{
  "formula": "C51H121N3O11",
  "method": "ωB97M-V with the def2-TZVPD basis set",
  "species": ["C", "C", "C", "C", "C", "C", "N", "O", "C", "C", "C", "H", "H", "H", "H", "H", "H", "H", "H", "H", "H", "H", "H", "H", "H", "H", "H", "H", "H", "H", "C", "C", "C", "C", "C", "C", "N", "O", "C", "C", "C", "H", "H", "H", "H", "H", "H", "H", "H", "H", "H", "H", "H", "H", "H", "H", "H", "H", "H", "H", "C", "C", "C", "C", "C", "C", "N", "O", "C", "C", "C", "H", "H", "H", "H", "H", "H", "H", "H", "H", "H", "H", "H", "H", "H", "H", "H", "H", "H", "H", "C", "C", "C", "O", "H", "H", "H", "H", "H", "H", "H", "H", "C", "C", "C", "O", "H", "H", "H", "H", "H", "H", "H", "H", "C", "C", "C", "O", "H", "H", "H", "H", "H", "H", "H", "H", "C", "C", "C", "O", "H", "H", "H", "H", "H", "H", "H", "H", "C", "C", "C", "O", "H", "H", "H", "H", "H", "H", "H", "H", "C", "C", "C", "O", "H", "H", "H", "H", "H", "H", "H", "H", "C", "C", "C", "O", "H", "H", "H", "H", "H", "H", "H", "H", "C", "C", "C", "O", "H", "H", "H", "H", "H", "H", "H", "H"],
  "positions_angstrom": [[4.68, 1.13, 7.30], [3.36, 0.26, 7.40], [3.78, -1.21, 7.75], [2.56, -2.08, 8.26], [1.87, -1.41, 9.49], [1.35, 0.09, 9.16], [2.50, 0.81, 8.48], [2.15, 2.11, 8.26], [0.03, -0.06, 8.32], [1.11, 0.71, 10.58], [2.66, 0.44, 5.95], [5.03, 1.03, 8.33], [4.39, 2.13, 6.99], [5.42, 0.85, 6.55], [3.85, -1.77, 6.81], [4.64, -1.34, 8.39], [3.01, -2.97, 8.69], [1.82, -2.42, 7.54], [2.61, -1.39, 10.28], [1.02, -2.07, 9.68], [-0.80, -0.61, 8.76], [-0.26, 0.97, 8.13], [0.30, -0.49, 7.35], [0.56, 1.65, 10.66], [0.38, 0.08, 11.09], [2.02, 0.75, 11.18], [1.84, -0.26, 5.74], [3.28, 0.17, 5.09], [2.29, 1.45, 5.83], [1.52, 1.99, 7.54], [-1.12, -0.04, 1.23], [-0.41, -0.38, -0.15], [-0.78, -1.91, -0.37], [-0.67, -2.34, -1.84], [-1.38, -1.34, -2.81], [-0.87, 0.13, -2.61], [-1.00, 0.45, -1.20], [-0.89, 1.82, -0.95], [0.59, 0.31, -3.19], [-2.00, 1.05, -3.32], [1.13, -0.27, -0.10], [-0.77, 0.93, 1.57], [-0.87, -0.70, 2.06], [-2.19, 0.03, 1.04], [-0.13, -2.60, 0.16], [-1.79, -2.04, 0.02], [-1.09, -3.30, -2.12], [0.36, -2.53, -2.12], [-2.46, -1.38, -2.68], [-0.95, -1.56, -3.78], [0.79, 1.06, -3.95], [1.27, 0.76, -2.47], [0.92, -0.66, -3.54], [-1.84, 0.89, -4.38], [-2.97, 0.63, -3.02], [-1.89, 2.11, -3.11], [1.39, -0.73, 0.85], [1.43, 0.77, -0.01], [1.70, -0.80, -0.85], [-1.79, 2.10, -0.79], [1.46, 5.91, -4.09], [2.38, 6.74, -3.23], [1.41, 7.23, -2.12], [2.24, 7.73, -0.96], [3.16, 6.71, -0.35], [4.14, 6.16, -1.42], [3.46, 5.85, -2.74], [4.33, 5.44, -3.71], [5.32, 7.12, -1.56], [4.62, 4.80, -0.79], [2.96, 7.94, -3.97], [2.00, 5.56, -4.96], [0.61, 6.54, -4.37], [1.00, 5.06, -3.60], [0.97, 8.18, -2.43], [0.79, 6.42, -1.74], [1.57, 8.08, -0.17], [2.75, 8.68, -1.13], [2.58, 5.83, -0.08], [3.70, 7.19, 0.46], [4.95, 8.15, -1.52], [6.01, 7.02, -0.73], [5.96, 6.97, -2.43], [4.11, 3.91, -1.15], [5.65, 4.57, -1.04], [4.63, 4.83, 0.30], [2.27, 8.72, -4.29], [3.56, 7.66, -4.83], [3.69, 8.54, -3.44], [4.15, 4.50, -3.78], [0.83, -2.60, -9.46], [-0.02, -3.45, -8.44], [-1.56, -3.38, -8.58], [0.28, -4.73, -8.73], [0.52, -1.56, -9.37], [0.57, -2.91, -10.48], [1.87, -2.86, -9.26], [0.38, -3.19, -7.46], [-2.08, -3.94, -9.35], [-1.95, -2.37, -8.55], [-1.98, -3.66, -7.61], [0.09, -4.97, -9.64], [-4.79, 8.52, -5.87], [-5.29, 7.83, -4.66], [-4.36, 7.67, -3.50], [-6.34, 8.56, -4.14], [-4.27, 7.77, -6.47], [-4.12, 9.31, -5.53], [-5.49, 9.08, -6.49], [-5.71, 6.85, -4.88], [-4.05, 8.55, -2.94], [-3.47, 7.08, -3.71], [-4.75, 6.98, -2.75], [-6.88, 8.07, -3.52], [6.84, -2.16, -0.33], [7.48, -0.86, -0.46], [7.46, -0.02, 0.78], [8.82, -0.98, -0.86], [6.50, -2.47, -1.32], [5.97, -2.23, 0.33], [7.51, -2.96, -0.02], [6.96, -0.38, -1.29], [6.38, 0.05, 0.93], [7.82, 0.97, 0.51], [7.92, -0.49, 1.64], [9.21, -0.11, -1.01], [-6.35, 0.17, 5.69], [-5.69, 1.24, 4.81], [-6.43, 2.60, 4.89], [-4.38, 1.47, 5.15], [-6.63, -0.74, 5.18], [-7.23, 0.49, 6.25], [-5.70, -0.12, 6.52], [-5.73, 0.83, 3.80], [-6.00, 3.38, 4.27], [-6.39, 3.06, 5.88], [-7.41, 2.54, 4.41], [-4.23, 2.31, 5.60], [-7.34, 0.88, -1.17], [-8.26, 1.58, -2.27], [-9.41, 0.88, -2.96], [-8.78, 2.82, -1.70], [-6.41, 1.40, -0.94], [-7.10, -0.05, -1.69], [-7.73, 0.67, -0.17], [-7.60, 1.91, -3.08], [-10.24, 0.80, -2.26], [-9.02, 0.06, -3.57], [-9.73, 1.45, -3.84], [-9.32, 3.25, -2.37], [0.98, -7.18, 3.59], [1.91, -7.81, 2.62], [2.56, -9.10, 3.01], [1.13, -8.10, 1.44], [0.37, -6.41, 3.11], [1.60, -6.55, 4.23], [0.44, -8.00, 4.05], [2.75, -7.21, 2.27], [1.92, -9.95, 2.75], [2.80, -9.18, 4.07], [3.47, -9.29, 2.44], [0.34, -7.54, 1.41], [-5.03, -5.94, -0.57], [-4.13, -6.39, 0.64], [-4.83, -7.66, 1.11], [-2.89, -6.81, 0.12], [-4.57, -6.09, -1.54], [-5.45, -4.95, -0.38], [-5.96, -6.50, -0.54], [-4.29, -5.60, 1.38], [-4.73, -8.42, 0.34], [-5.87, -7.38, 1.26], [-4.49, -8.10, 2.05], [-2.84, -7.11, -0.79], [2.72, -7.95, -5.34], [2.82, -7.56, -3.96], [3.44, -6.23, -3.53], [1.67, -7.65, -3.19], [3.59, -7.74, -5.96], [1.89, -7.39, -5.76], [2.45, -9.01, -5.38], [3.45, -8.36, -3.58], [2.78, -5.40, -3.78], [4.41, -6.11, -4.02], [3.55, -6.25, -2.45], [1.83, -8.04, -2.33]],
  "orbital_gap_ev": 8.3
}

---

Record 2
{
  "formula": "C51H131N5O17",
  "method": "ωB97M-V with the def2-TZVPD basis set",
  "species": ["C", "O", "C", "C", "N", "C", "C", "O", "C", "H", "H", "H", "H", "H", "H", "H", "H", "H", "H", "H", "H", "H", "H", "H", "C", "O", "C", "C", "N", "C", "C", "O", "C", "H", "H", "H", "H", "H", "H", "H", "H", "H", "H", "H", "H", "H", "H", "H", "C", "O", "C", "C", "N", "C", "C", "O", "C", "H", "H", "H", "H", "H", "H", "H", "H", "H", "H", "H", "H", "H", "H", "H", "C", "O", "C", "C", "N", "C", "C", "O", "C", "H", "H", "H", "H", "H", "H", "H", "H", "H", "H", "H", "H", "H", "H", "H", "C", "O", "C", "C", "N", "C", "C", "O", "C", "H", "H", "H", "H", "H", "H", "H", "H", "H", "H", "H", "H", "H", "H", "H", "C", "C", "C", "O", "H", "H", "H", "H", "H", "H", "H", "H", "C", "C", "C", "O", "H", "H", "H", "H", "H", "H", "H", "H", "C", "C", "C", "O", "H", "H", "H", "H", "H", "H", "H", "H", "C", "C", "C", "O", "H", "H", "H", "H", "H", "H", "H", "H", "C", "C", "C", "O", "H", "H", "H", "H", "H", "H", "H", "H", "C", "C", "C", "O", "H", "H", "H", "H", "H", "H", "H", "H", "C", "C", "C", "O", "H", "H", "H", "H", "H", "H", "H", "H"],
  "positions_angstrom": [[6.31, -5.74, 5.34], [4.89, -5.71, 5.18], [4.28, -7.01, 5.04], [3.21, -7.24, 3.97], [2.08, -6.31, 4.02], [1.13, -6.60, 2.90], [0.13, -5.46, 2.75], [0.73, -4.14, 3.03], [-0.27, -3.16, 2.65], [6.63, -6.25, 6.25], [6.71, -4.73, 5.44], [6.79, -6.16, 4.46], [3.82, -7.19, 6.01], [4.99, -7.83, 4.97], [2.99, -8.29, 4.14], [3.67, -7.42, 3.00], [2.35, -5.34, 3.96], [0.63, -7.57, 2.88], [1.70, -6.60, 1.97], [-0.73, -5.62, 3.40], [-0.31, -5.49, 1.75], [-0.54, -3.16, 1.59], [0.29, -2.24, 2.82], [-1.11, -3.07, 3.33], [0.96, 0.93, -4.71], [2.18, 0.24, -4.54], [3.02, 0.80, -3.54], [4.24, -0.11, -3.36], [5.37, 0.31, -4.19], [5.08, 0.27, -5.62], [4.90, -1.11, -6.21], [4.86, -0.87, -7.68], [5.32, -1.96, -8.45], [0.36, 0.83, -3.81], [0.39, 0.49, -5.52], [1.04, 1.96, -5.06], [2.50, 0.99, -2.60], [3.41, 1.77, -3.85], [4.02, -1.16, -3.52], [4.50, -0.10, -2.31], [6.17, -0.28, -4.01], [5.91, 0.71, -6.18], [4.25, 0.88, -5.97], [4.03, -1.66, -5.84], [5.76, -1.71, -5.89], [4.79, -2.88, -8.23], [6.41, -2.00, -8.41], [5.08, -1.66, -9.47], [-2.36, 8.34, -2.53], [-1.49, 7.49, -1.76], [-1.29, 7.86, -0.35], [-0.24, 6.96, 0.38], [-0.90, 5.72, 0.74], [-0.07, 4.82, 1.61], [1.39, 4.69, 1.23], [1.55, 3.91, 0.03], [2.85, 3.53, -0.24], [-1.98, 9.36, -2.45], [-3.41, 8.36, -2.23], [-2.36, 7.94, -3.54], [-2.23, 7.77, 0.20], [-0.97, 8.90, -0.24], [0.06, 7.53, 1.27], [0.60, 6.81, -0.30], [-1.03, 5.17, -0.10], [-0.52, 3.83, 1.54], [-0.14, 5.20, 2.63], [1.92, 4.22, 2.07], [1.86, 5.65, 1.03], [2.95, 3.13, -1.25], [3.24, 2.75, 0.42], [3.47, 4.42, -0.22], [1.44, -2.01, -2.21], [0.22, -2.82, -2.27], [-0.63, -2.36, -3.33], [-1.71, -3.47, -3.55], [-2.78, -3.34, -2.57], [-3.71, -4.46, -2.67], [-4.52, -4.63, -1.42], [-3.63, -4.71, -0.31], [-4.25, -4.82, 0.94], [2.06, -2.20, -3.08], [2.06, -2.33, -1.37], [1.18, -0.95, -2.18], [-0.03, -2.27, -4.23], [-1.01, -1.35, -3.19], [-1.20, -4.43, -3.54], [-2.09, -3.30, -4.56], [-2.35, -3.39, -1.66], [-3.25, -5.41, -2.91], [-4.39, -4.38, -3.52], [-5.13, -5.51, -1.61], [-5.10, -3.70, -1.38], [-4.92, -5.68, 1.02], [-4.86, -3.95, 1.21], [-3.49, -4.86, 1.72], [3.38, -0.50, 0.83], [4.11, -1.73, 0.89], [3.44, -2.79, 1.56], [4.40, -3.95, 1.93], [4.90, -4.66, 0.73], [5.94, -5.62, 1.05], [7.25, -4.96, 1.53], [7.90, -4.14, 0.55], [9.08, -3.52, 1.07], [3.97, 0.28, 0.36], [3.04, -0.15, 1.81], [2.51, -0.69, 0.21], [2.62, -3.12, 0.92], [2.93, -2.43, 2.45], [4.00, -4.78, 2.52], [5.17, -3.44, 2.51], [5.23, -3.97, 0.07], [6.14, -6.30, 0.22], [5.59, -6.25, 1.87], [7.94, -5.75, 1.80], [6.95, -4.47, 2.45], [9.91, -4.22, 0.99], [8.86, -3.13, 2.07], [9.43, -2.70, 0.45], [-1.38, 2.01, -0.64], [-0.55, 1.06, 0.26], [-1.09, -0.39, 0.09], [0.77, 1.20, -0.06], [-2.43, 2.04, -0.35], [-1.27, 1.77, -1.70], [-1.03, 3.03, -0.47], [-0.72, 1.22, 1.32], [-0.57, -0.99, 0.84], [-0.92, -0.78, -0.92], [-2.14, -0.58, 0.30], [0.97, 2.14, -0.03], [-0.01, 4.41, -3.06], [1.05, 5.56, -3.27], [2.09, 5.23, -4.33], [0.31, 6.62, -3.70], [-0.70, 4.40, -3.90], [-0.65, 4.47, -2.17], [0.51, 3.45, -3.03], [1.56, 5.82, -2.35], [2.88, 5.97, -4.41], [1.61, 5.01, -5.29], [2.64, 4.33, -4.08], [-0.30, 6.80, -2.98], [-3.69, 3.46, 2.48], [-2.76, 3.12, 3.66], [-3.02, 3.96, 4.84], [-3.04, 1.82, 3.92], [-3.58, 4.51, 2.22], [-4.74, 3.27, 2.67], [-3.46, 2.82, 1.62], [-1.70, 3.27, 3.47], [-2.46, 3.63, 5.72], [-4.08, 3.86, 5.07], [-2.76, 4.99, 4.58], [-4.00, 1.85, 4.02], [-4.07, 4.58, -2.66], [-5.39, 4.60, -1.89], [-5.36, 5.68, -0.83], [-6.56, 4.79, -2.72], [-3.70, 5.54, -3.04], [-4.19, 3.93, -3.53], [-3.32, 4.20, -1.97], [-5.49, 3.64, -1.39], [-5.08, 6.61, -1.32], [-4.65, 5.46, -0.03], [-6.33, 5.90, -0.38], [-6.40, 5.53, -3.30], [-4.54, -1.09, 3.01], [-5.96, -0.43, 2.98], [-6.98, -1.26, 3.63], [-5.84, 0.82, 3.57], [-4.02, -0.92, 3.95], [-3.95, -0.58, 2.24], [-4.57, -2.14, 2.73], [-6.22, -0.26, 1.93], [-7.62, -1.74, 2.89], [-7.69, -0.66, 4.19], [-6.57, -1.92, 4.40], [-6.71, 1.21, 3.52], [-4.44, 0.68, -3.66], [-4.53, -0.35, -2.49], [-5.46, 0.20, -1.36], [-5.09, -1.57, -3.00], [-4.14, 1.66, -3.29], [-5.42, 0.78, -4.13], [-3.72, 0.30, -4.38], [-3.54, -0.49, -2.04], [-4.98, 1.02, -0.82], [-5.71, -0.60, -0.66], [-6.38, 0.53, -1.85], [-4.35, -2.14, -3.24], [-0.40, 0.12, 4.69], [-0.93, 0.64, 6.05], [-1.86, -0.37, 6.69], [0.09, 0.91, 6.99], [-1.11, -0.11, 3.89], [0.21, -0.77, 4.84], [0.19, 0.90, 4.21], [-1.45, 1.57, 5.83], [-1.33, -1.28, 6.94], [-2.75, -0.62, 6.11], [-2.10, 0.09, 7.65], [0.65, 1.64, 6.69]],
  "orbital_gap_ev": [7.8, 2.3],
  "total_charge": 1,
  "multiplicity": 2
}

---

Energy above the lowest of the compared OMol25 structures with the same formula, charge and spin in kJ/mol, matching the order above: 963.16, 0.00